Entry w
C4H5NOS2 | ωB97M-V/def2-TZVPD

Geometry (Å):
O: 0.248 -1.866 -0.974
C: 1.159 -1.074 -0.426
S: 2.745 -1.183 -0.741
C: 0.586 0.000 0.479
C: 0.029 1.258 -0.265
C: -1.293 0.967 0.446
S: -2.698 1.713 0.672
N: -0.809 -0.251 0.913
H: -0.634 -1.616 -0.583
H: 1.283 0.235 1.287
H: 0.479 2.206 0.006
H: -0.007 1.186 -1.341
H: -1.086 -0.709 1.735

The frontier orbital gap is 9.1309 eV. The HOMO energy comes out at -9.03 eV. Its net charge is 0.

---

Entry x
C4H5NOS2 | ωB97M-V/def2-TZVPD

Geometry (Å):
O: 2.578 -1.002 0.953
C: 1.769 -0.196 0.580
N: 0.377 -0.405 0.546
C: -0.111 -1.563 1.105
S: -1.570 -2.168 0.830
C: -0.454 0.751 0.112
C: -0.287 1.154 -1.318
S: -0.279 2.719 -1.780
H: 1.990 0.749 0.083
H: 0.666 -1.973 1.707
H: -0.102 1.581 0.723
H: -1.506 0.490 0.340
H: -0.217 0.302 -1.974

The frontier orbital gap is 8.2211 eV. The HOMO energy comes out at -9.25 eV. Its net charge is 0.

---

Entry y
C4H5NOS2 | ωB97M-V/def2-TZVPD

Geometry (Å):
C: -1.246 1.191 0.617
N: -0.215 0.311 0.053
C: -0.180 -1.029 0.285
S: -1.304 -1.888 1.025
C: 1.123 -1.425 -0.332
O: 1.684 -0.231 -0.936
C: 0.808 0.751 -0.758
S: 0.896 2.251 -1.434
H: -0.875 1.500 1.571
H: -2.136 0.583 0.682
H: -1.337 2.018 -0.076
H: 1.016 -2.116 -1.148
H: 1.765 -1.917 0.450

The frontier orbital gap is 8.6371 eV. The HOMO energy comes out at -9.05 eV. Its net charge is 0.

---

Preferred: entry y; penalty for the next structure: 15.7 kcal/mol.

---

Entry w
C3H8O3S | ωB97M-V/def2-TZVPD

Geometry (Å):
O: 1.965 2.269 0.737
C: 1.008 1.581 0.486
O: 0.050 1.971 -0.360
C: 0.916 0.111 0.907
C: 0.868 -0.859 -0.258
S: 0.114 -2.439 0.199
H: -0.064 2.921 -0.405
H: 0.000 0.033 1.508
H: 1.700 0.004 1.645
H: 0.180 -0.422 -0.985
H: 1.862 -0.948 -0.695
H: 0.208 -3.028 -1.037
O: -2.662 -0.345 -0.829
H: -2.542 -0.559 0.091
H: -3.603 -0.291 -1.003

The frontier orbital gap is 9.7614 eV. The HOMO energy comes out at -9.19 eV. Its net charge is 0.

---

Entry x
C3H8O3S | ωB97M-V/def2-TZVPD

Geometry (Å):
O: 2.496 0.287 -1.752
C: 1.560 -0.046 -1.083
O: 1.200 -1.397 -1.024
C: 0.660 0.843 -0.270
C: -0.610 1.303 -1.056
S: -1.764 2.155 0.161
H: 1.633 -1.591 -1.877
H: 0.110 0.144 0.381
H: 1.105 1.675 0.249
H: -1.080 0.368 -1.296
H: -0.216 1.718 -1.980
H: -1.031 2.167 1.274
O: -1.054 -4.173 3.570
H: -0.874 -4.418 4.478
H: -1.896 -4.584 3.355

The frontier orbital gap is 10.2845 eV. The HOMO energy comes out at -9.53 eV. Its net charge is 0.

---

Preferred: entry w; penalty for the next structure: 15.8 kcal/mol.

---

Entry w
C26H25BiIN4O3 | ωB97M-V/def2-TZVPD

Geometry (Å):
Bi: -0.538 -1.621 0.326
C: 1.564 -0.542 4.374
C: 0.765 0.585 3.799
N: 0.970 1.803 4.228
C: 0.287 2.834 3.695
C: -0.624 2.694 2.684
C: -1.325 3.910 2.122
O: -2.744 3.830 2.184
C: -0.842 1.386 2.157
C: -1.827 1.192 1.140
N: -1.944 0.156 0.371
C: -3.075 0.074 -0.496
C: -3.241 1.006 -1.515
C: -4.313 0.914 -2.385
C: -5.239 -0.108 -2.237
C: -5.109 -1.014 -1.197
C: -4.031 -0.923 -0.329
I: -3.968 -2.220 1.335
C: -0.149 0.298 2.733
O: -0.294 -0.950 2.382
H: 2.224 -0.159 5.147
H: 0.908 -1.309 4.787
H: 2.153 -1.012 3.582
H: 0.514 3.810 4.111
H: -0.966 4.799 2.644
H: -1.077 4.030 1.065
H: -3.029 3.925 3.099
H: -2.580 1.971 1.034
H: -2.512 1.799 -1.623
H: -4.423 1.644 -3.175
H: -6.080 -0.188 -2.912
H: -5.853 -1.784 -1.049
C: 0.234 1.564 -2.224
N: 0.308 0.469 -3.171
C: -0.284 -0.735 -3.058
N: -0.150 -1.553 -4.127
O: -0.949 -1.137 -2.074
H: -0.333 2.398 -2.643
H: 1.234 1.909 -1.970
H: -0.253 1.213 -1.325
H: 0.831 0.651 -4.010
H: 0.217 -1.232 -5.004
H: -0.652 -2.423 -4.121
C: 4.189 -3.914 -1.440
C: 2.800 -4.044 -1.629
C: 1.948 -3.068 -1.191
C: 2.430 -1.909 -0.527
C: 1.568 -0.903 0.007
C: 2.120 0.229 0.551
C: 3.516 0.401 0.631
C: 4.356 -0.582 0.193
C: 3.838 -1.758 -0.396
C: 4.693 -2.790 -0.852
H: 4.848 -4.702 -1.777
H: 2.407 -4.919 -2.129
H: 0.884 -3.177 -1.380
H: 1.496 1.017 0.950
H: 3.910 1.307 1.075
H: 5.429 -0.472 0.283
H: 5.762 -2.669 -0.724

The frontier orbital gap is 7.4895 eV. The HOMO energy comes out at -10.94 eV. Its net charge is +1.

---

Entry x
C26H25BiIN4O3 | ωB97M-V/def2-TZVPD

Geometry (Å):
Bi: 0.558 1.671 0.509
C: 2.946 -0.439 4.293
C: 1.818 -1.273 3.770
N: 1.640 -2.463 4.265
C: 0.565 -3.202 3.870
C: -0.367 -2.759 2.984
C: -1.537 -3.641 2.633
O: -2.791 -3.041 2.940
C: -0.182 -1.466 2.407
C: -1.177 -0.967 1.505
N: -1.168 0.123 0.801
C: -2.304 0.291 -0.071
C: -2.710 -0.755 -0.889
C: -3.776 -0.601 -1.758
C: -4.442 0.613 -1.835
C: -4.043 1.671 -1.031
C: -2.983 1.500 -0.153
I: -2.452 3.105 1.050
C: 0.932 -0.716 2.774
O: 1.197 0.461 2.294
H: 3.599 -1.070 4.892
H: 2.571 0.373 4.919
H: 3.504 0.037 3.491
H: 0.471 -4.180 4.324
H: -1.418 -4.602 3.138
H: -1.577 -3.850 1.562
H: -2.879 -2.983 3.898
H: -2.072 -1.577 1.409
H: -2.163 -1.689 -0.872
H: -4.075 -1.426 -2.389
H: -5.267 0.743 -2.521
H: -4.553 2.622 -1.083
C: 2.963 -2.020 0.323
N: 3.816 -0.956 0.827
C: 3.575 0.333 0.579
N: 4.438 1.257 1.046
O: 2.560 0.676 -0.080
H: 3.158 -2.913 0.911
H: 3.152 -2.224 -0.730
H: 1.917 -1.749 0.455
H: 4.682 -1.206 1.276
H: 5.320 1.007 1.458
H: 4.305 2.209 0.756
C: -0.950 4.167 -4.417
C: -0.720 4.508 -3.062
C: -0.353 3.550 -2.167
C: -0.183 2.193 -2.559
C: 0.185 1.159 -1.650
C: 0.341 -0.123 -2.098
C: 0.132 -0.451 -3.457
C: -0.237 0.521 -4.340
C: -0.406 1.862 -3.916
C: -0.796 2.879 -4.829
H: -1.247 4.931 -5.123
H: -0.837 5.534 -2.740
H: -0.200 3.852 -1.135
H: 0.631 -0.917 -1.417
H: 0.262 -1.472 -3.792
H: -0.402 0.281 -5.383
H: -0.971 2.606 -5.862

The frontier orbital gap is 7.5065 eV. The HOMO energy comes out at -10.72 eV. Its net charge is +1.

---

Preferred: entry w; penalty for the next structure: 3.4 kcal/mol.

---

Entry w
C46H51N8OPRhS2 | ωB97M-V/def2-TZVPD

Geometry (Å):
Rh: 0.792 -0.292 0.974
N: -2.125 9.394 0.102
C: -1.693 8.327 0.126
C: -1.161 6.995 0.158
C: 0.216 6.784 0.109
C: 0.723 5.499 0.153
C: -0.119 4.380 0.245
C: -1.504 4.619 0.274
C: -2.021 5.897 0.238
C: 0.384 3.006 0.290
C: 1.478 2.670 1.148
C: 2.285 3.540 1.912
C: 3.274 2.759 2.525
C: 3.026 1.449 2.152
N: 1.946 1.379 1.333
C: -0.209 2.082 -0.642
C: -0.957 2.377 -1.796
C: -1.133 1.169 -2.492
C: -0.522 0.187 -1.728
N: 0.023 0.732 -0.615
H: 0.884 7.631 0.023
H: 1.792 5.346 0.090
H: -2.174 3.770 0.337
H: -3.090 6.057 0.279
H: 2.164 4.605 2.009
H: 4.066 3.100 3.173
H: 3.536 0.547 2.452
H: -1.273 3.359 -2.110
H: -1.636 1.027 -3.438
H: -0.445 -0.876 -1.904
S: 1.667 -1.431 2.920
C: 1.884 -2.957 2.129
C: 1.746 -4.193 2.700
C: 1.983 -5.380 1.980
C: 2.372 -5.273 0.634
C: 2.515 -4.055 0.047
N: 2.272 -2.887 0.776
H: 1.437 -4.223 3.736
H: 1.865 -6.346 2.451
H: 2.572 -6.153 0.038
H: 2.816 -3.900 -0.977
C: 1.541 4.232 -3.708
C: 2.695 4.474 -4.637
O: 2.833 5.482 -5.282
S: 3.967 3.221 -4.830
C: 3.609 2.006 -3.589
C: 2.951 0.829 -3.937
C: 2.696 -0.134 -2.979
C: 3.105 0.057 -1.652
C: 3.770 1.246 -1.311
C: 4.020 2.204 -2.273
C: 2.852 -0.925 -0.663
C: 2.289 -1.673 0.159
H: 0.686 4.791 -4.086
H: 1.796 4.636 -2.725
H: 1.279 3.186 -3.582
H: 2.626 0.682 -4.959
H: 2.166 -1.040 -3.242
H: 4.069 1.406 -0.283
H: 4.538 3.117 -2.007
N: -0.567 -1.656 0.953
P: -2.019 -1.535 1.546
N: -3.229 -1.140 0.456
C: -3.647 0.248 0.230
C: -5.089 0.286 -0.296
C: -5.412 -0.950 -1.144
C: -4.142 -1.442 -1.822
C: -3.171 -1.968 -0.768
N: -2.187 -0.447 2.805
C: -1.522 0.856 2.651
C: -2.240 1.922 3.465
C: -2.301 1.511 4.933
C: -2.897 0.112 5.074
C: -2.149 -0.887 4.201
N: -2.517 -3.010 2.118
C: -1.716 -4.215 1.913
C: -1.783 -5.112 3.138
C: -3.233 -5.455 3.469
C: -4.052 -4.179 3.644
C: -3.917 -3.262 2.431
H: -2.967 0.757 -0.463
H: -3.609 0.769 1.182
H: -5.206 1.192 -0.897
H: -5.791 0.361 0.537
H: -6.191 -0.721 -1.875
H: -5.801 -1.748 -0.504
H: -3.675 -0.621 -2.373
H: -4.349 -2.237 -2.540
H: -2.157 -2.001 -1.173
H: -3.449 -2.991 -0.490
H: -1.483 1.139 1.599
H: -0.482 0.782 3.005
H: -3.255 2.055 3.072
H: -1.712 2.871 3.346
H: -2.875 2.237 5.515
H: -1.284 1.508 5.340
H: -3.949 0.125 4.772
H: -2.857 -0.219 6.115
H: -2.591 -1.877 4.278
H: -1.104 -0.969 4.532
H: -0.695 -3.916 1.691
H: -2.103 -4.766 1.040
H: -1.319 -4.590 3.981
H: -1.199 -6.016 2.953
H: -3.295 -6.073 4.368
H: -3.656 -6.045 2.647
H: -3.705 -3.648 4.536
H: -5.109 -4.412 3.799
H: -4.419 -2.311 2.608
H: -4.415 -3.731 1.567

As for the expectation value of S²: 6.10. The frontier orbital gap (alpha / beta) is 5.3429 / 5.9658 eV. The HOMO energy (alpha / beta) comes out at -3.04 / -4.78 eV. Its multiplicity is 5. Its net charge is -1.

---

Entry x
C46H51N8OPRhS2 | ωB97M-V/def2-TZVPD

Geometry (Å):
Rh: -0.037 0.514 -0.619
N: 7.782 -5.980 -1.498
C: 6.954 -5.183 -1.416
C: 5.937 -4.197 -1.319
C: 5.875 -3.145 -2.241
C: 4.884 -2.193 -2.152
C: 3.898 -2.240 -1.147
C: 3.991 -3.294 -0.217
C: 4.977 -4.250 -0.300
C: 2.845 -1.244 -1.045
C: 2.155 -0.789 -2.218
C: 2.381 -1.135 -3.562
C: 1.490 -0.385 -4.348
C: 0.734 0.364 -3.474
N: 1.113 0.124 -2.185
C: 2.599 -0.660 0.241
C: 3.381 -0.760 1.410
C: 2.872 0.167 2.329
C: 1.808 0.797 1.704
N: 1.641 0.305 0.456
H: 6.624 -3.083 -3.021
H: 4.888 -1.353 -2.831
H: 3.244 -3.364 0.563
H: 5.014 -5.061 0.417
H: 3.082 -1.861 -3.935
H: 1.407 -0.404 -5.424
H: -0.065 1.053 -3.691
H: 4.248 -1.384 1.545
H: 3.234 0.377 3.325
H: 1.175 1.586 2.079
S: -2.160 0.411 -1.925
C: -2.786 1.898 -1.360
C: -4.146 2.178 -1.299
C: -4.618 3.391 -0.826
C: -3.689 4.345 -0.389
C: -2.355 4.084 -0.478
N: -1.892 2.886 -0.979
H: -4.819 1.410 -1.654
H: -5.679 3.598 -0.787
H: -4.011 5.301 -0.001
H: -1.588 4.788 -0.195
C: 5.622 5.145 -4.983
C: 5.123 6.475 -5.485
O: 5.637 7.073 -6.395
S: 3.738 7.252 -4.667
C: 2.915 5.991 -3.733
C: 2.605 6.229 -2.391
C: 1.840 5.333 -1.683
C: 1.325 4.163 -2.305
C: 1.699 3.911 -3.653
C: 2.451 4.821 -4.351
C: 0.392 3.377 -1.660
C: -0.540 2.692 -1.154
H: 6.709 5.195 -4.933
H: 5.363 4.366 -5.701
H: 5.212 4.884 -4.012
H: 2.972 7.133 -1.920
H: 1.589 5.521 -0.647
H: 1.353 3.007 -4.135
H: 2.682 4.645 -5.394
N: -1.169 0.324 0.895
P: -1.895 -0.842 1.606
N: -1.125 -1.422 3.015
C: -0.050 -2.403 2.911
C: 0.161 -3.109 4.262
C: -0.210 -2.182 5.427
C: 0.134 -0.749 5.038
C: -0.796 -0.298 3.912
N: -2.164 -2.270 0.748
C: -1.104 -2.683 -0.181
C: -1.112 -4.203 -0.318
C: -2.484 -4.677 -0.805
C: -3.580 -4.132 0.113
C: -3.471 -2.610 0.196
N: -3.383 -0.382 2.226
C: -3.760 1.025 2.241
C: -5.266 1.159 2.041
C: -6.017 0.368 3.113
C: -5.558 -1.090 3.103
C: -4.039 -1.161 3.264
H: 0.887 -1.930 2.584
H: -0.340 -3.137 2.161
H: 1.213 -3.395 4.339
H: -0.435 -4.023 4.312
H: 0.317 -2.482 6.335
H: -1.283 -2.251 5.627
H: 1.172 -0.707 4.697
H: 0.033 -0.071 5.887
H: -0.337 0.527 3.358
H: -1.735 0.067 4.343
H: -0.135 -2.327 0.177
H: -1.274 -2.235 -1.168
H: -0.895 -4.659 0.653
H: -0.329 -4.510 -1.016
H: -2.517 -5.769 -0.835
H: -2.650 -4.305 -1.821
H: -3.459 -4.550 1.117
H: -4.570 -4.415 -0.254
H: -4.255 -2.201 0.826
H: -3.580 -2.185 -0.812
H: -3.210 1.531 1.451
H: -3.483 1.487 3.203
H: -5.521 0.767 1.053
H: -5.545 2.215 2.070
H: -7.096 0.423 2.942
H: -5.814 0.805 4.097
H: -5.847 -1.546 2.152
H: -6.035 -1.654 3.908
H: -3.677 -2.188 3.214
H: -3.784 -0.763 4.260

As for the expectation value of S²: 6.12. The frontier orbital gap (alpha / beta) is 4.8911 / 5.8165 eV. The HOMO energy (alpha / beta) comes out at -3.01 / -4.72 eV. Its multiplicity is 5. Its net charge is -1.

---

Preferred: entry w; penalty for the next structure: 21.9 kcal/mol.

---

Entry w
C5H10BrN2 | ωB97M-V/def2-TZVPD

Geometry (Å):
C: 4.145 -1.753 0.007
C: 3.209 -0.897 0.230
C: -1.624 0.768 -0.047
C: -2.567 1.539 0.803
C: -0.369 -1.297 -0.221
N: -1.196 1.304 -1.199
N: -1.204 -0.427 0.369
Br: 2.681 0.820 0.088
H: 4.025 -2.794 0.273
H: 5.104 -1.512 -0.448
H: -2.028 2.274 1.406
H: -3.119 0.889 1.476
H: -3.280 2.088 0.191
H: -0.165 -2.231 0.271
H: 0.030 -1.113 -1.195
H: -1.564 2.193 -1.495
H: -0.514 0.858 -1.785
H: -1.564 -0.709 1.275

The frontier orbital gap (alpha / beta) is 9.0042 / 6.4760 eV. The HOMO energy (alpha / beta) comes out at -12.27 / -11.28 eV. Its net charge is +1.

---

Entry x
C5H10BrN2 | ωB97M-V/def2-TZVPD

Geometry (Å):
C: 0.882 -0.009 0.788
C: -0.033 0.003 -1.311
C: -1.335 0.342 -0.468
C: 2.081 -1.113 -0.942
C: -1.673 0.974 1.716
N: 0.899 -0.512 -0.365
N: -0.847 1.130 0.607
Br: 1.823 -0.174 2.302
H: -0.149 -0.539 -2.174
H: 0.333 1.025 -1.724
H: -2.229 0.743 -1.079
H: -1.590 -0.657 -0.102
H: 2.600 -0.554 -1.588
H: 2.781 -1.485 -0.186
H: 1.965 -1.973 -1.519
H: -0.936 0.949 2.483
H: -2.306 -0.058 1.804
H: -2.268 1.909 1.758

The frontier orbital gap (alpha / beta) is 9.1830 / 9.1821 eV. The HOMO energy (alpha / beta) comes out at -13.75 / -13.74 eV. Its net charge is +1.

---

Preferred: entry w; penalty for the next structure: 21.8 kcal/mol.

---

Entry w
C5H16O3 | ωB97M-V/def2-TZVPD

Geometry (Å):
C: 0.523 1.093 2.091
C: 0.881 0.813 0.677
C: 0.380 -0.174 -0.067
C: 0.750 -0.318 -1.523
C: 1.713 -1.479 -1.736
H: -0.229 1.852 2.188
H: 1.362 1.348 2.739
H: 0.099 0.230 2.569
H: 1.580 1.491 0.199
H: -0.293 -0.852 0.455
H: -0.178 -0.529 -2.062
H: 1.069 0.639 -1.910
H: 1.362 -2.355 -1.220
H: 2.687 -1.257 -1.268
H: 2.018 -1.592 -2.781
O: -3.229 -2.091 -0.150
H: -4.007 -2.142 0.406
H: -2.460 -1.754 0.313
O: -0.401 -2.027 5.039
H: 0.116 -2.530 4.406
H: -1.000 -1.424 4.598
O: -0.747 4.693 -4.365
H: -0.748 3.967 -4.998
H: -1.248 4.398 -3.601

The frontier orbital gap is 9.8158 eV. The HOMO energy comes out at -9.46 eV. Its net charge is 0.

---

Entry x
C5H16O3 | ωB97M-V/def2-TZVPD

Geometry (Å):
C: 0.748 0.104 -0.650
C: 0.628 -0.737 -1.652
C: 0.540 -2.232 -1.531
C: -0.425 -2.546 -0.299
C: -0.976 -3.970 -0.328
H: 0.799 -0.167 0.408
H: 0.813 1.197 -0.662
H: 0.740 -0.470 -2.703
H: 0.208 -2.632 -2.461
H: 1.472 -2.635 -1.119
H: -1.332 -1.923 -0.281
H: 0.149 -2.257 0.584
H: -1.637 -4.061 0.541
H: -1.528 -4.330 -1.197
H: -0.139 -4.703 -0.310
O: 0.492 -0.816 4.155
H: 0.321 -1.085 5.060
H: 0.892 -1.478 3.603
O: 0.223 4.962 0.584
H: -0.254 5.772 0.819
H: 0.666 4.664 1.381
O: -1.101 3.698 -1.519
H: -0.448 4.303 -1.893
H: -0.655 3.301 -0.756

The frontier orbital gap is 10.0313 eV. The HOMO energy comes out at -9.44 eV. Its net charge is 0.

---

Preferred: entry w; penalty for the next structure: 12.8 kcal/mol.